{
  "formula": "C25H18EuN5O7",
  "method": "the ωB97M-V functional and the def2-TZVPD basis",
  "elements": ["Eu", "C", "O", "C", "C", "C", "C", "C", "C", "N", "N", "C", "C", "O", "C", "C", "C", "C", "C", "C", "C", "C", "H", "H", "H", "H", "H", "H", "H", "H", "H", "H", "H", "H", "H", "O", "C", "O", "C", "O", "C", "C", "O", "O", "H", "H", "H", "H", "H", "N", "C", "C", "C", "N", "C", "N"],
  "positions_angstrom": [[0.463009, -0.548131, 0.854714], [3.448912, -2.824565, 2.252332], [1.595943, -2.223224, 0.253750], [1.917983, -2.352820, -1.026664], [2.768562, -3.361288, -1.492992], [3.087054, -3.464753, -2.840377], [2.559296, -2.564461, -3.756926], [1.703126, -1.560494, -3.327627], [1.378168, -1.441190, -1.976314], [0.511165, -0.486233, -1.433893], [-0.101423, 0.300578, -2.298747], [-1.051760, 1.178638, -1.892669], [-1.636834, 1.259437, -0.589772], [-1.315713, 0.458356, 0.411460], [-2.660040, 2.223434, -0.376804], [-3.094140, 3.072382, -1.347763], [-2.557873, 3.008991, -2.659294], [-3.027128, 3.849380, -3.690693], [-2.531176, 3.745596, -4.963915], [-1.534292, 2.798039, -5.245636], [-1.049717, 1.980599, -4.254601], [-1.548065, 2.057238, -2.937097], [2.799414, -3.665427, 2.043243], [4.217577, -3.086937, 2.980100], [3.895356, -2.464316, 1.334040], [3.173325, -4.064259, -0.771936], [3.747268, -4.256060, -3.178749], [2.823920, -2.646996, -4.804688], [1.276686, -0.854386, -4.026143], [-3.082790, 2.258963, 0.621510], [-3.863579, 3.805107, -1.130238], [-3.795003, 4.580546, -3.461444], [-2.904463, 4.386695, -5.754441], [-1.144685, 2.711538, -6.253471], [-0.283673, 1.250846, -4.469842], [-2.464277, -3.101484, 3.171524], [-1.613475, -2.175097, 2.775899], [-1.082418, -2.171652, 1.689951], [-1.371880, -1.087107, 3.798305], [-0.220658, -0.350004, 3.448727], [0.976308, -0.761591, 4.108074], [1.549223, -2.008873, 3.429780], [1.001948, -3.081539, 3.471406], [2.686990, -1.729079, 2.805656], [-2.575991, -3.764033, 2.477347], [-1.292264, -1.520294, 4.795769], [-2.218675, -0.397936, 3.786742], [0.781132, -0.984801, 5.157866], [1.679902, 0.063176, 4.037444], [1.548629, 1.295608, 1.580848], [0.816117, 2.030453, 2.123118], [0.016268, 2.876481, 2.856619], [-0.277444, 2.521827, 4.194231], [-0.520603, 2.221614, 5.283756], [-0.555732, 4.053340, 2.316888], [-1.047503, 5.010161, 1.901623]],
  "atomic_forces_ev_per_a": [[-0.77, -0.68, -0.25], [0.03, -0.08, 0.05], [0.59, -0.87, -0.14], [0.45, -0.40, -1.03], [-0.19, 0.25, 0.38], [0.08, -0.04, -0.28], [0.13, -0.15, 0.07], [-0.01, 0.04, 0.09], [-0.16, 0.14, -0.06], [0.01, -0.11, 0.31], [0.02, 0.12, -0.78], [0.09, -0.38, 0.55], [-0.48, 0.66, -0.92], [-0.55, 0.29, -0.04], [0.31, -0.26, 0.17], [-0.16, 0.15, 0.00], [0.07, -0.14, 0.06], [0.04, 0.02, -0.16], [-0.10, 0.11, 0.01], [0.10, -0.11, 0.04], [-0.04, 0.05, -0.15], [-0.09, 0.06, 0.16], [-0.02, -0.01, -0.04], [-0.05, 0.01, 0.03], [-0.04, 0.04, -0.02], [-0.03, -0.01, -0.01], [0.00, 0.01, 0.03], [-0.05, 0.02, 0.00], [-0.03, 0.02, 0.04], [0.01, 0.04, 0.00], [0.01, -0.02, 0.00], [0.00, -0.02, 0.03], [-0.01, 0.01, 0.03], [0.01, 0.00, 0.01], [0.02, -0.01, 0.03], [-0.28, -0.04, 0.40], [0.30, 0.22, -0.18], [-0.53, -0.58, 0.25], [-0.03, 0.02, 0.01], [0.07, -0.28, 0.22], [0.06, -0.01, -0.19], [0.09, -0.03, 0.47], [0.07, -0.05, 0.11], [0.12, 0.03, 0.15], [0.08, 0.00, -0.24], [0.01, -0.01, 0.01], [-0.03, -0.01, -0.05], [-0.03, -0.01, 0.01], [-0.05, 0.05, -0.03], [0.53, 1.68, 0.74], [0.66, 0.18, -0.05], [-0.23, 0.13, 0.23], [-0.03, -0.06, 0.10], [0.06, -0.03, -0.03], [-0.07, 0.01, -0.21], [0.07, 0.02, 0.05]],
  "homo_lumo_gap_ev": [4.67, 6.08],
  "de_lowest_kcal_mol": 28.3,
  "e_lumo_ha": [0.0753, 0.0752],
  "homo_ev": [-2.618, -4.032],
  "charge": -1,
  "spin_multiplicity": 8
}

{
  "formula": "C25H18F5N5O2V",
  "method": "the ωB97M-V functional and the def2-TZVPD basis",
  "elements": ["V", "C", "C", "C", "C", "N", "C", "C", "C", "C", "C", "C", "N", "C", "C", "C", "C", "C", "N", "H", "H", "H", "H", "H", "H", "H", "H", "H", "H", "H", "C", "C", "N", "O", "C", "C", "N", "O", "H", "H", "H", "H", "H", "H", "H", "F", "C", "C", "C", "F", "C", "F", "C", "F", "C", "F"],
  "positions_angstrom": [[-0.314451, 0.521959, 0.706841], [-0.369413, 4.173156, -1.811482], [0.962754, 4.250875, -2.226587], [1.890535, 3.401554, -1.674132], [1.482381, 2.475603, -0.711842], [0.181174, 2.377334, -0.338724], [-0.709983, 3.221632, -0.881514], [2.357768, 1.563852, 0.005460], [3.739431, 1.541289, -0.045434], [4.437518, 0.682633, 0.796030], [3.734400, -0.063794, 1.751806], [2.363738, 0.013297, 1.773092], [1.676066, 0.720116, 0.831628], [1.481356, -0.528065, 2.812672], [1.882216, -1.372778, 3.841351], [0.958264, -1.760331, 4.789030], [-0.351220, -1.300251, 4.692853], [-0.690449, -0.497891, 3.626127], [0.195358, -0.120503, 2.696402], [-1.123167, 4.834506, -2.214031], [1.262203, 4.975761, -2.972119], [2.927517, 3.446058, -1.976520], [-1.730795, 3.113213, -0.536101], [4.269515, 2.200675, -0.718392], [5.516861, 0.640197, 0.759201], [4.265205, -0.656271, 2.483488], [2.904285, -1.720715, 3.890803], [1.247069, -2.417873, 5.598402], [-1.100018, -1.581783, 5.418841], [-1.705254, -0.154317, 3.476700], [-2.705448, -0.442192, -3.714259], [-1.987665, 0.084835, -2.510369], [-0.714253, 0.103439, -2.395572], [-0.065726, -0.451746, -3.491082], [-2.722031, 0.599535, -1.335381], [-4.136453, 1.084624, -1.385567], [-2.043103, 0.612593, -0.254290], [-2.353182, 1.114278, 0.914815], [-2.212077, -1.351912, -4.052750], [-2.659443, 0.275997, -4.535127], [-3.749789, -0.652904, -3.493241], [0.831476, -0.569154, -3.156359], [-4.318332, 1.674639, -2.285274], [-4.331618, 1.694410, -0.504872], [-4.841955, 0.250668, -1.379393], [1.583636, -1.477785, -1.117084], [0.612769, -2.218579, -0.509988], [-0.321499, -1.614724, 0.305241], [-1.266560, -2.472744, 0.830163], [-2.248776, -1.989516, 1.629793], [-1.293533, -3.835022, 0.586347], [-2.234182, -4.625400, 1.123215], [-0.329471, -4.389234, -0.233793], [-0.333162, -5.702416, -0.488928], [0.634658, -3.573304, -0.792615], [1.564875, -4.107520, -1.597493]],
  "atomic_forces_ev_per_a": [[-0.26, 0.28, 0.40], [0.03, 0.00, -0.01], [-0.01, 0.03, -0.02], [0.08, 0.01, -0.01], [-0.14, -0.12, 0.15], [-0.02, -0.04, -0.25], [0.00, 0.03, 0.01], [-0.09, 0.06, -0.13], [0.07, -0.09, 0.07], [-0.01, -0.01, 0.01], [0.08, 0.13, -0.10], [-0.19, -0.16, 0.09], [0.13, 0.07, 0.09], [-0.05, 0.02, -0.23], [0.05, 0.01, 0.06], [-0.03, 0.01, 0.01], [0.02, -0.04, 0.07], [-0.02, 0.07, -0.07], [-0.05, -0.25, 0.12], [0.00, 0.00, 0.01], [0.01, -0.01, 0.00], [0.00, 0.00, 0.00], [0.01, -0.03, 0.03], [0.02, -0.01, 0.00], [0.00, 0.00, 0.00], [0.01, 0.01, 0.01], [0.00, 0.01, 0.00], [0.02, 0.00, -0.01], [-0.01, 0.01, -0.01], [0.00, 0.01, -0.03], [-0.02, -0.01, 0.07], [0.25, -0.07, -0.09], [-0.05, 0.01, -0.08], [-0.09, -0.04, -0.03], [-0.30, 0.10, 0.37], [0.04, 0.00, -0.08], [0.38, -0.20, -0.37], [0.12, 0.04, 0.12], [-0.03, -0.01, -0.02], [0.01, 0.00, -0.01], [0.00, 0.01, 0.00], [0.02, 0.02, 0.00], [-0.01, -0.02, 0.00], [0.00, 0.00, 0.00], [0.00, 0.01, -0.01], [-0.01, 0.02, -0.01], [-0.07, -0.05, -0.01], [0.04, 0.27, -0.04], [0.09, -0.05, -0.08], [-0.01, 0.02, 0.02], [-0.09, -0.01, 0.06], [0.01, 0.02, 0.00], [0.00, -0.08, -0.02], [0.00, 0.01, 0.01], [0.08, 0.00, -0.04], [0.00, 0.02, 0.00]],
  "homo_lumo_gap_ev": [5.29, 7.72],
  "de_lowest_kcal_mol": 0.0,
  "e_lumo_ha": [-0.0148, -0.0226],
  "homo_ev": [-5.688, -8.332],
  "spin_multiplicity": 4
}

{
  "formula": "C25H19AsBr2F6N4O5Ti",
  "method": "the ωB97M-V functional and the def2-TZVPD basis",
  "elements": ["Ti", "O", "C", "C", "C", "C", "C", "C", "C", "O", "N", "N", "C", "C", "C", "C", "C", "C", "N", "H", "H", "H", "H", "H", "H", "H", "H", "H", "H", "C", "C", "C", "C", "C", "C", "Br", "C", "C", "Br", "C", "O", "C", "N", "H", "H", "H", "H", "H", "H", "C", "C", "O", "O", "H", "H", "H", "F", "As", "F", "F", "F", "F", "F"],
  "positions_angstrom": [[1.570873, 0.547759, -0.177970], [1.309239, 4.618759, -1.620798], [0.167921, 4.905141, -0.969747], [-0.486344, 6.076277, -1.358807], [-1.671462, 6.447291, -0.764943], [-2.241569, 5.661343, 0.237468], [-1.601420, 4.508615, 0.628927], [-0.391967, 4.108899, 0.043101], [0.225246, 2.853264, 0.480719], [1.340209, 2.453045, -0.118101], [-0.320323, 2.150622, 1.420296], [0.397206, 0.983296, 1.611762], [0.108444, 0.361776, 2.684818], [0.791796, -0.861490, 3.093983], [0.454649, -1.475688, 4.293834], [1.156152, -2.609821, 4.671645], [2.168518, -3.067076, 3.846044], [2.430093, -2.374578, 2.667623], [1.752739, -1.304378, 2.287950], [1.652367, 3.768810, -1.295632], [-0.034063, 6.669282, -2.142193], [-2.164113, 7.356520, -1.085434], [-3.175369, 5.951413, 0.698615], [-2.022509, 3.877809, 1.398999], [-0.658172, 0.785158, 3.327810], [-0.333741, -1.067763, 4.912563], [0.922964, -3.119108, 5.597094], [2.754485, -3.938232, 4.104195], [3.230139, -2.695348, 2.009829], [-1.347263, -3.503057, 1.927820], [-2.018381, -2.788749, 0.791361], [-3.299927, -3.208963, 0.353682], [-3.909735, -2.550947, -0.665802], [-3.251457, -1.464457, -1.286339], [-3.781387, -0.716132, -2.366218], [-5.492999, -1.134141, -3.062650], [-3.086633, 0.311692, -2.925040], [-1.813844, 0.647587, -2.430511], [-0.859624, 2.062671, -3.219813], [-1.248163, -0.042805, -1.387775], [-0.046589, 0.276540, -0.929202], [-1.975042, -1.121701, -0.788195], [-1.386937, -1.778865, 0.246902], [-1.528403, -4.577277, 1.878750], [-1.737120, -3.147924, 2.884302], [-0.277984, -3.310286, 1.899997], [-3.780702, -4.049542, 0.836874], [-4.888595, -2.849357, -1.014581], [-3.499903, 0.875619, -3.748491], [2.969533, -3.533534, -0.961177], [2.775628, -2.071065, -1.206818], [3.557267, -1.561624, -2.105585], [1.902650, -1.444651, -0.603137], [3.961872, -3.850564, -1.267777], [2.232476, -4.056594, -1.574923], [2.771580, -3.771271, 0.079172], [3.152230, 0.518624, 0.643104], [3.181078, -0.185780, -3.312005], [2.498254, 0.862596, -1.925217], [3.796546, -1.172188, -4.554379], [2.813424, 1.117386, -4.342683], [1.583647, -0.815662, -3.449048], [4.702515, 0.462822, -2.898250]],
  "atomic_forces_ev_per_a": [[-0.18, -0.29, 0.63], [0.00, -0.01, 0.02], [-0.01, -0.01, -0.02], [0.00, 0.01, -0.01], [0.01, 0.00, 0.00], [0.00, -0.01, 0.00], [0.00, 0.02, 0.01], [0.05, 0.03, 0.00], [0.06, 0.15, -0.29], [-0.12, 0.03, -0.05], [-0.04, 0.02, 0.07], [0.00, 0.13, 0.05], [-0.04, -0.04, -0.01], [-0.05, 0.00, 0.06], [0.04, -0.02, 0.01], [0.01, 0.02, -0.01], [0.00, 0.01, 0.00], [0.03, -0.02, -0.02], [-0.07, -0.04, -0.05], [0.00, 0.00, -0.01], [0.00, 0.00, 0.00], [0.00, 0.00, 0.00], [0.00, 0.00, 0.00], [0.00, 0.00, 0.00], [0.00, 0.01, -0.01], [-0.01, 0.00, 0.00], [0.00, 0.00, 0.00], [0.00, 0.00, 0.00], [-0.01, 0.01, -0.01], [-0.01, -0.01, -0.01], [-0.01, 0.04, -0.03], [0.04, -0.02, 0.06], [-0.03, 0.04, -0.05], [0.04, 0.00, 0.00], [-0.03, -0.01, 0.00], [-0.01, 0.00, -0.01], [0.00, 0.04, -0.03], [0.05, -0.01, 0.01], [-0.01, 0.02, 0.01], [-0.02, -0.09, 0.09], [-0.10, -0.10, 0.00], [0.08, 0.05, 0.01], [-0.01, -0.01, -0.04], [0.01, 0.00, 0.00], [-0.01, 0.00, 0.01], [0.06, 0.00, 0.02], [0.01, 0.00, 0.00], [0.00, 0.00, -0.01], [0.00, 0.00, 0.00], [-0.01, 0.03, -0.02], [0.07, 0.03, -0.26], [-0.09, 0.00, -0.08], [0.12, -0.06, -0.07], [0.01, 0.02, 0.02], [0.01, 0.01, -0.01], [-0.02, -0.02, 0.02], [0.06, 0.07, -0.05], [-0.02, -0.02, 0.04], [0.12, 0.05, -0.03], [-0.01, -0.01, 0.01], [0.01, 0.00, 0.01], [0.06, -0.03, 0.02], [-0.01, 0.00, -0.03]],
  "homo_lumo_gap_ev": 7.01,
  "de_lowest_kcal_mol": 1.7,
  "e_lumo_ha": -0.0483,
  "homo_ev": -8.322
}

{
  "formula": "C25H19BrF3IrN4O4",
  "method": "the ωB97M-V functional and the def2-TZVPD basis",
  "elements": ["Ir", "C", "O", "C", "C", "C", "Br", "C", "C", "C", "O", "C", "N", "C", "C", "C", "C", "C", "C", "N", "H", "H", "H", "H", "H", "H", "H", "H", "H", "H", "H", "N", "C", "C", "C", "C", "C", "C", "C", "C", "N", "C", "H", "H", "H", "H", "H", "H", "H", "H", "F", "C", "F", "F", "C", "O", "O"],
  "positions_angstrom": [[0.634002, -4.184707, 0.360478], [3.724418, 3.939086, -0.028179], [2.401615, 3.349566, -0.324787], [1.175962, 3.951624, -0.084530], [1.003784, 5.353983, -0.045964], [-0.241988, 6.021951, 0.075507], [-0.206325, 7.923585, -0.084611], [-1.401058, 5.252792, 0.079337], [-1.289232, 3.833109, -0.029088], [-0.048332, 3.262416, 0.073052], [-0.009795, 1.857181, 0.275497], [-2.486899, 3.055937, -0.089172], [-3.675190, 3.554001, -0.346827], [-4.536142, 2.519888, -0.231306], [-5.904276, 2.679324, -0.208159], [-6.643315, 1.528873, 0.012275], [-6.020334, 0.262844, 0.143885], [-4.572173, 0.189604, 0.158892], [-3.855629, 1.271350, 0.066966], [-2.522347, 1.686485, 0.165603], [4.460334, 3.295847, -0.545091], [4.018305, 3.914501, 0.994988], [3.806938, 5.005866, -0.245864], [1.850674, 6.055230, -0.109225], [-2.366352, 5.736369, -0.068709], [0.850935, 1.716459, 0.704330], [-6.284601, 3.661442, -0.281677], [-7.704209, 1.504566, 0.025970], [-6.581364, -0.658795, 0.281919], [-4.043322, -0.771156, 0.327113], [-1.774306, 1.062887, -0.107346], [1.058718, -2.162651, -0.226782], [2.505242, -2.167712, -0.348681], [3.231052, -0.986113, -0.390910], [4.621363, -1.051259, -0.396275], [5.308719, -2.230679, -0.278248], [4.600738, -3.456177, -0.279509], [5.227685, -4.762425, -0.091101], [4.449122, -5.835016, 0.062168], [3.075360, -5.677844, 0.246821], [2.512332, -4.503162, 0.043422], [3.203054, -3.396649, -0.260350], [0.657045, -1.551448, 0.547747], [0.523971, -1.934821, -1.068319], [2.668208, -0.086211, -0.663828], [5.193176, -0.156131, -0.489782], [6.380663, -2.332809, -0.257194], [6.308860, -4.788966, -0.213954], [4.903093, -6.827424, 0.179108], [2.389949, -6.524552, 0.485761], [-3.975154, -3.748737, -0.955304], [-3.572946, -4.060032, 0.333046], [-4.084231, -5.360123, 0.510804], [-4.282836, -3.221059, 1.172486], [-1.942694, -3.753989, 0.448422], [-1.638648, -2.581715, 0.260570], [-1.081624, -4.674390, 0.714593]],
  "atomic_forces_ev_per_a": [[1.50, -0.74, 0.10], [-0.44, 0.01, -0.53], [-0.67, -0.29, 0.79], [-0.01, 2.40, 0.15], [0.50, 0.57, 0.15], [0.22, -1.22, -0.42], [-0.28, -0.75, 0.28], [0.22, 0.56, -1.31], [-0.60, 1.88, 0.78], [2.20, -2.93, -0.18], [1.02, 1.34, -0.13], [1.06, -1.86, 0.31], [-1.51, -0.09, 0.26], [1.89, 1.09, 0.48], [-1.42, -1.76, 0.31], [0.39, -0.38, -0.39], [1.67, 0.82, -0.07], [-1.16, -4.34, 0.81], [0.89, 4.70, -1.02], [-0.46, -0.62, -0.71], [-0.67, 0.65, -0.19], [-0.49, -0.53, 1.23], [-0.18, -0.28, -0.82], [-0.17, -0.76, -0.07], [0.16, -0.27, 0.35], [-0.17, -0.21, -0.28], [-0.67, 0.75, -0.23], [-0.77, 0.42, 0.11], [0.00, 0.32, -0.09], [-0.74, 0.47, -0.09], [0.18, 0.31, 0.56], [-0.44, 1.49, 0.76], [0.70, 1.41, 0.29], [-1.21, -1.05, -1.26], [0.86, 0.06, 0.22], [-0.42, -0.96, -0.62], [0.63, -0.41, 0.91], [0.21, 3.03, -1.34], [0.12, -2.23, 0.93], [-0.39, -0.76, -0.58], [0.64, -1.47, 0.04], [0.72, 1.11, 0.25], [0.98, -0.91, -1.32], [0.39, -0.04, 0.03], [0.46, -0.01, 0.61], [0.21, 0.58, 0.03], [0.24, 0.54, 0.00], [-0.18, -0.28, 0.29], [-0.36, 0.42, -0.08], [0.79, 0.77, -0.15], [1.10, -0.03, 1.75], [-2.01, -1.08, -0.85], [1.96, 2.72, 0.23], [1.54, -1.28, -1.05], [-2.54, 1.63, -0.10], [-0.68, -1.00, 0.07], [-4.76, -1.53, 0.81]],
  "homo_lumo_gap_ev": [7.20, 5.02],
  "de_lowest_kcal_mol": 49.3,
  "e_lumo_ha": [-0.2337, -0.3122],
  "homo_ev": [-13.559, -13.519],
  "charge": 2,
  "spin_multiplicity": 5
}